[1]
Molecular formula: H4OS
Method: DFT, ωB97M-V/def2-TZVPD

Structure (XYZ):
```
6
Properties=species:S:1:pos:R:3:forces:R:3:nbo_charge:R:1
O 0.214 -0.998 0.845 1.441 -1.072 0.283 -0.892
H 0.246 -0.030 0.669 2.871 -1.374 1.596 0.433
H 0.840 -1.389 0.195 -0.627 0.363 0.599 0.480
S -0.942 1.153 -0.658 -0.362 1.122 -0.677 -0.272
H -0.602 0.206 0.236 -3.162 0.955 -1.847 0.123
H 0.244 1.058 -1.288 -0.161 0.005 0.046 0.128
```
Positions in Å, forces in eV/Å.

SMILES string: O.S
Energy relative to the best compared isomer or geometry (same formula, charge and spin), kJ/mol: 147.0
Energy, a.u.: -475.7551
Charge: 0
HOMO level, eV: -9.860
Multiplicity: 1

---

[2]
Molecular formula: C60H127N3O39
Method: DFT, ωB97M-V/def2-TZVPD

Structure (XYZ):
```
229
Properties=species:S:1:pos:R:3:forces:R:3:lowdin_charge:R:1
C -16.436 -9.222 -3.523 0.246 -0.100 0.520 -0.098
O -16.314 -10.063 -4.640 -1.020 -1.118 -0.427 -0.195
C -16.170 -9.429 -5.894 1.357 1.631 1.249 -0.169
C -17.193 -8.312 -6.162 -0.483 -1.242 0.329 -0.178
O -18.449 -8.827 -5.766 -0.225 -0.243 -0.460 -0.181
C -19.583 -8.055 -6.136 0.397 -0.816 0.298 -0.173
C -20.825 -8.902 -5.835 -0.136 0.450 0.242 -0.189
O -21.298 -8.851 -4.506 -0.221 0.480 0.414 -0.173
C -20.349 -9.249 -3.544 0.968 -0.442 -0.142 -0.108
H -17.311 -8.569 -3.543 0.194 0.267 -0.372 0.071
H -15.497 -8.681 -3.365 -0.221 0.426 -0.044 0.084
H -16.601 -9.836 -2.637 0.177 -0.290 -0.160 0.091
H -16.026 -10.160 -6.684 -0.554 -0.250 0.112 0.125
H -15.206 -8.910 -5.764 0.134 0.168 -0.742 0.124
H -17.221 -8.092 -7.234 0.252 0.372 0.040 0.129
H -16.951 -7.449 -5.534 0.083 0.209 -0.322 0.104
H -19.587 -7.840 -7.211 0.181 0.054 -0.045 0.123
H -19.518 -7.116 -5.576 -0.570 0.144 -0.049 0.132
H -20.667 -9.956 -6.084 0.436 0.074 -0.273 0.131
H -21.636 -8.535 -6.465 -0.110 0.015 0.148 0.123
H -20.793 -9.501 -2.583 -0.526 0.035 -0.230 0.089
H -19.573 -8.505 -3.336 -0.185 0.360 -0.171 0.068
H -19.782 -10.110 -3.915 -0.116 -0.197 0.126 0.094
C -13.713 -14.394 0.358 -0.821 -0.099 -0.973 -0.086
O -14.728 -15.344 0.044 0.377 -0.479 -0.115 -0.203
C -16.078 -14.929 0.179 0.913 -0.542 1.131 -0.196
C -16.997 -16.031 -0.292 -1.579 0.909 -0.157 -0.195
O -17.012 -16.221 -1.687 0.442 0.224 -0.034 -0.119
C -15.920 -16.922 -2.233 -0.861 -1.201 -0.519 -0.182
C -16.274 -17.291 -3.674 0.316 0.018 -0.064 -0.205
O -17.506 -17.980 -3.752 0.064 0.267 0.630 -0.170
C -17.837 -18.385 -5.045 -0.266 0.036 -0.435 -0.128
H -14.158 -13.418 0.150 0.495 0.360 0.078 0.068
H -12.920 -14.613 -0.354 0.187 0.300 0.020 0.070
H -13.282 -14.424 1.360 -0.433 -0.223 0.260 0.074
H -16.282 -13.985 -0.336 0.090 -0.012 -0.192 0.123
H -16.207 -14.794 1.261 -0.631 0.274 -0.002 0.128
H -18.028 -15.687 -0.138 0.126 0.353 0.302 0.130
H -17.003 -16.930 0.333 0.881 -0.318 -0.396 0.132
H -15.867 -17.878 -1.696 0.486 0.075 0.135 0.133
H -14.975 -16.376 -2.205 -0.063 -0.008 0.108 0.110
H -15.489 -17.948 -4.067 0.226 -0.051 0.075 0.122
H -16.247 -16.404 -4.315 -0.371 0.181 -0.026 0.113
H -18.164 -17.548 -5.677 0.382 0.157 -0.016 0.088
H -18.706 -19.043 -5.019 0.173 -0.162 0.331 0.087
H -16.997 -18.911 -5.514 -0.055 0.009 -0.154 0.086
C -8.417 -9.103 -7.610 -0.657 0.332 0.383 -0.112
O -7.186 -8.442 -7.632 0.925 -0.090 -0.486 -0.163
C -6.157 -9.169 -6.982 -0.676 0.540 1.521 -0.195
C -4.901 -8.321 -6.782 -0.800 -0.103 -0.934 -0.166
O -5.029 -7.334 -5.779 0.434 0.453 0.031 -0.119
C -5.369 -7.718 -4.475 -0.921 -0.855 0.072 -0.187
C -4.437 -8.765 -3.852 -0.054 1.344 -0.380 -0.187
O -4.989 -10.048 -4.007 -0.416 -0.207 0.370 -0.191
C -4.342 -11.034 -3.235 1.396 -0.121 -0.669 -0.100
H -9.070 -8.523 -8.264 -0.011 -0.352 -0.221 0.093
H -8.896 -9.052 -6.618 0.236 -0.044 0.151 0.085
H -8.368 -10.163 -7.875 0.107 0.109 -0.311 0.083
H -5.984 -10.164 -7.396 0.175 0.127 -0.464 0.137
H -6.536 -9.341 -5.966 0.139 -0.410 -0.046 0.078
H -4.751 -7.723 -7.681 0.185 -0.155 -0.117 0.133
H -4.046 -8.991 -6.665 0.115 0.070 0.361 0.121
H -6.392 -8.119 -4.465 0.150 -0.065 0.044 0.100
H -5.452 -6.813 -3.873 0.461 0.145 -0.088 0.124
H -4.242 -8.481 -2.814 -0.216 -0.488 0.192 0.099
H -3.495 -8.603 -4.391 0.277 -0.602 0.048 0.134
H -3.328 -11.155 -3.642 0.201 0.080 0.287 0.096
H -4.763 -12.029 -3.373 -0.644 0.330 -0.035 0.072
H -4.257 -10.784 -2.175 -0.252 0.085 0.066 0.088
C -7.686 -8.289 -1.930 -0.058 -1.283 0.266 -0.048
O -6.930 -8.937 -0.903 0.158 0.592 0.531 -0.183
C -6.951 -10.340 -0.896 -0.285 -0.664 -0.876 -0.196
C -8.212 -11.094 -0.477 -0.370 1.184 1.169 -0.175
O -9.381 -10.803 -1.235 0.111 0.022 -0.549 -0.153
C -10.340 -11.867 -1.113 1.157 0.770 -0.296 -0.154
C -11.668 -11.514 -1.743 0.112 -1.157 0.760 -0.199
O -12.222 -10.347 -1.174 0.126 -0.293 0.015 -0.164
C -13.578 -10.233 -1.471 -1.693 1.286 -0.242 -0.104
H -8.748 -8.436 -1.733 0.091 0.368 -0.126 0.064
H -7.447 -8.765 -2.888 -0.111 0.090 -0.047 0.079
H -7.397 -7.242 -1.961 -0.107 0.079 0.142 0.081
H -6.154 -10.699 -0.243 -0.006 0.276 0.282 0.101
H -6.675 -10.699 -1.895 0.022 0.104 -0.121 0.085
H -8.508 -10.809 0.535 0.488 -0.147 0.263 0.112
H -7.925 -12.150 -0.427 -0.322 -0.171 -0.438 0.105
H -10.482 -12.152 -0.068 0.061 0.134 0.048 0.095
H -9.810 -12.664 -1.641 -0.767 -0.637 0.107 0.105
H -12.303 -12.342 -1.395 -0.140 -0.189 -0.452 0.117
H -11.626 -11.542 -2.836 -0.139 0.413 -0.019 0.114
H -14.220 -11.120 -1.460 0.683 -0.542 0.072 0.100
H -13.792 -9.725 -2.421 0.416 -0.316 -0.270 0.077
H -14.087 -9.566 -0.770 0.511 -0.019 0.346 0.070
C -7.212 -3.864 -2.062 0.149 -0.484 0.691 -0.090
O -6.637 -3.957 -0.773 0.479 -0.011 0.235 -0.194
C -7.557 -4.009 0.293 -0.154 0.209 0.440 -0.199
C -6.845 -4.351 1.589 0.419 -0.711 -0.251 -0.178
O -6.117 -3.232 2.057 -0.983 0.795 -0.275 -0.142
C -5.504 -3.394 3.307 0.919 -0.790 0.337 -0.205
C -5.168 -2.092 4.031 -0.607 0.076 -0.953 -0.187
O -3.948 -1.550 3.541 -0.166 0.383 1.011 -0.176
C -4.047 -1.043 2.239 0.746 0.079 -1.058 -0.125
H -7.925 -3.036 -2.036 0.145 0.118 -0.718 0.091
H -7.718 -4.794 -2.358 -0.306 0.051 0.266 0.073
H -6.361 -3.791 -2.739 -0.254 0.658 -0.172 0.090
H -8.354 -4.705 0.020 0.039 -0.331 0.419 0.116
H -8.043 -3.054 0.541 0.051 0.344 -0.695 0.126
H -6.145 -5.170 1.397 -0.013 -0.177 0.064 0.104
H -7.567 -4.697 2.331 -0.120 0.084 0.024 0.113
H -4.542 -3.894 3.120 0.093 -0.025 0.253 0.132
H -6.035 -4.082 3.978 -0.467 0.193 -0.167 0.127
H -5.158 -2.285 5.103 0.870 -0.074 0.006 0.121
H -5.969 -1.349 3.939 -0.120 -0.040 -0.391 0.125
H -4.775 -0.242 2.069 -0.529 -0.348 0.399 0.092
H -4.174 -1.858 1.524 -0.440 0.119 -0.091 0.083
H -3.110 -0.563 1.939 0.248 -0.193 0.556 0.085
C -5.448 -13.880 -1.264 -0.235 1.240 0.949 -0.038
O -5.903 -15.214 -1.134 0.797 -0.834 -0.093 0.030
C -7.203 -15.434 -1.112 -0.184 0.510 -0.647 -0.616
O -8.033 -14.564 -1.059 -0.561 -0.020 0.090 0.118
O -7.425 -16.742 -1.228 0.325 0.079 0.549 0.003
C -8.748 -17.203 -1.493 0.130 -0.433 -1.025 -0.044
H -5.697 -13.279 -0.383 -0.207 -0.207 0.041 0.065
H -5.893 -13.350 -2.105 0.031 -0.370 -0.238 0.078
H -4.363 -13.863 -1.278 -0.006 -0.452 -0.401 0.103
H -8.858 -17.236 -2.580 -0.159 0.202 0.013 0.101
H -9.559 -16.611 -1.076 0.251 0.079 0.303 0.079
H -8.751 -18.246 -1.185 -0.203 0.130 0.380 0.102
C -6.889 -12.543 2.632 0.363 -1.098 0.562 -0.059
O -7.305 -11.195 2.586 0.439 -0.235 -0.537 -0.030
C -7.798 -10.702 3.716 -0.370 0.923 0.274 -0.620
O -7.974 -11.283 4.747 0.126 -0.561 0.006 0.140
O -8.123 -9.416 3.589 0.132 0.026 0.076 0.009
C -7.702 -8.638 2.449 -1.077 0.195 0.269 -0.012
H -6.105 -12.723 3.371 0.007 0.413 0.107 0.100
H -6.457 -12.842 1.680 -0.292 0.391 -0.202 0.060
H -7.703 -13.211 2.916 -0.214 0.189 -0.195 0.080
H -6.622 -8.642 2.340 -0.020 0.000 -0.163 0.086
H -8.119 -7.658 2.674 0.505 0.187 0.059 0.080
H -8.255 -8.936 1.559 0.469 -0.366 -0.137 0.069
C -11.647 -11.997 -7.041 -0.266 1.054 -0.202 -0.019
O -10.983 -11.714 -5.796 -1.067 -0.405 0.140 -0.016
C -9.682 -11.915 -5.778 -0.016 0.499 0.045 -0.618
O -9.031 -12.371 -6.680 0.439 -0.103 0.332 0.123
O -9.253 -11.451 -4.585 -0.354 -0.619 -0.598 -0.003
C -7.883 -11.519 -4.313 2.123 0.064 -0.253 -0.053
H -12.731 -11.954 -6.953 0.101 -0.136 0.944 0.086
H -11.400 -12.962 -7.469 0.486 0.145 -0.050 0.100
H -11.422 -11.117 -7.645 0.317 -0.543 -0.698 0.098
H -7.752 -11.541 -3.234 -0.228 0.060 -0.152 0.071
H -7.296 -10.702 -4.749 -0.671 0.543 0.403 0.068
H -7.292 -12.324 -4.768 -0.959 -0.695 0.082 0.107
C -11.010 -3.482 2.475 1.027 -0.261 0.544 -0.035
O -11.506 -4.520 1.646 -0.603 -0.118 -0.314 0.005
C -10.768 -5.618 1.467 0.221 0.142 0.725 -0.624
O -9.706 -5.847 1.992 0.171 0.170 0.147 0.107
O -11.409 -6.427 0.665 -1.450 -0.533 -0.555 -0.001
C -10.952 -7.803 0.615 1.446 1.246 -0.812 0.031
H -10.139 -3.038 1.991 -0.239 0.433 -0.038 0.087
H -10.644 -3.842 3.440 -0.121 -0.370 -0.115 0.098
H -11.820 -2.795 2.694 -0.030 0.099 -0.492 0.096
H -10.026 -7.726 0.037 0.359 -0.457 0.479 0.090
H -11.572 -8.401 -0.043 -0.708 0.082 0.546 0.079
H -10.777 -8.120 1.638 -0.120 -0.525 -0.168 0.108
C -15.783 -13.240 -3.726 -0.541 0.611 0.270 -0.018
O -14.688 -13.819 -3.029 0.295 -0.908 0.387 -0.017
C -13.464 -13.785 -3.560 -0.578 0.997 -0.262 -0.628
O -13.096 -13.026 -4.414 0.075 0.070 -0.562 0.133
O -12.707 -14.665 -2.948 -0.107 -1.316 1.319 -0.002
C -11.318 -14.702 -3.248 -0.109 0.046 -0.977 0.003
H -15.511 -12.298 -4.199 0.031 -0.190 -0.218 0.078
H -16.539 -13.028 -2.970 0.172 0.049 0.115 0.097
H -16.264 -13.957 -4.392 0.425 -0.016 -0.283 0.091
H -10.878 -13.758 -2.945 0.292 -0.059 -0.333 0.072
H -11.232 -14.921 -4.314 0.330 0.510 -0.063 0.109
H -10.830 -15.537 -2.753 -0.467 0.075 0.499 0.078
C -13.998 -6.384 -1.145 0.057 1.167 1.832 -0.031
O -15.087 -6.442 -2.046 -0.398 -0.514 -0.363 0.000
C -15.456 -5.317 -2.641 0.071 -0.205 -0.384 -0.606
O -14.920 -4.250 -2.592 0.426 0.433 0.267 0.143
O -16.558 -5.583 -3.357 0.010 -0.682 0.030 -0.022
C -16.995 -4.633 -4.308 -0.346 0.694 -0.083 -0.041
H -13.065 -6.047 -1.591 -0.629 -0.230 0.207 0.060
H -13.906 -7.328 -0.613 -0.002 -0.295 -0.604 0.087
H -14.265 -5.689 -0.342 0.119 0.161 -0.112 0.115
H -16.286 -3.823 -4.472 0.213 -0.218 0.117 0.095
H -17.919 -4.177 -3.949 -0.047 -0.092 -0.037 0.097
H -17.187 -5.154 -5.244 0.015 -0.049 0.034 0.079
C -11.054 -9.001 -3.470 0.306 -0.031 -0.434 0.004
O -10.581 -7.766 -2.918 0.066 0.005 0.093 0.005
C -11.320 -6.681 -2.988 -0.066 0.324 0.837 -0.614
O -12.450 -6.570 -3.366 -0.225 -0.383 -1.459 0.121
O -10.640 -5.701 -2.384 1.111 -0.118 0.050 -0.012
C -11.088 -4.370 -2.503 -0.776 0.788 -0.866 -0.037
H -10.834 -8.980 -4.536 -0.040 -0.174 -0.042 0.103
H -12.114 -9.199 -3.319 0.153 0.411 0.095 0.083
H -10.448 -9.746 -2.963 -0.086 0.044 -0.275 0.068
H -12.163 -4.329 -2.684 -0.061 -0.014 0.538 0.083
H -10.673 -3.861 -3.379 0.406 -0.355 -0.028 0.099
H -10.774 -3.800 -1.634 -0.162 -0.270 0.256 0.093
C -15.238 -10.575 1.673 0.035 1.560 0.428 -0.024
O -16.051 -10.046 0.635 -1.051 -0.738 -1.174 -0.043
C -16.537 -8.801 0.704 0.988 -0.456 0.809 -0.630
O -16.317 -8.039 1.605 -0.185 0.328 0.263 0.134
O -17.215 -8.569 -0.397 -0.543 -0.377 -0.226 -0.005
C -17.972 -7.364 -0.514 0.877 0.535 -0.991 -0.013
H -14.317 -9.993 1.598 0.337 -0.550 0.463 0.098
H -15.104 -11.641 1.530 -0.014 0.081 -0.293 0.081
H -15.715 -10.367 2.632 0.160 -0.128 0.049 0.101
H -17.824 -7.115 -1.568 -0.527 0.049 0.003 0.074
H -17.512 -6.532 0.017 -0.155 -0.246 0.488 0.099
H -19.020 -7.520 -0.275 0.071 -0.059 0.171 0.101
C -2.050 -9.930 2.020 -0.025 0.216 -1.289 -0.064
C -3.164 -10.765 1.591 -0.142 -0.068 0.525 -0.253
N -4.066 -11.407 1.288 -0.031 -0.117 -0.249 0.163
H -2.416 -9.089 2.605 0.136 -0.210 0.360 0.065
H -1.664 -9.502 1.089 0.150 0.125 0.142 0.083
H -1.241 -10.525 2.434 -0.171 0.086 0.434 0.083
C -9.081 -15.989 1.882 0.364 -0.186 0.645 -0.042
C -9.836 -14.764 1.723 -0.090 0.269 -0.188 -0.256
N -10.466 -13.808 1.644 0.002 -0.047 0.002 0.178
H -9.705 -16.688 2.439 0.054 -0.206 -0.236 0.095
H -8.198 -15.809 2.499 -0.045 0.155 0.021 0.091
H -8.719 -16.406 0.949 -0.296 0.002 -0.071 0.047
C -4.419 -6.656 -0.647 0.164 -0.777 0.634 -0.042
C -4.284 -6.944 0.795 -0.179 0.518 -0.463 -0.256
N -4.181 -7.143 1.920 0.106 -0.189 0.071 0.151
H -4.336 -5.597 -0.870 -0.016 0.025 0.113 0.086
H -5.374 -7.065 -0.972 -0.070 0.107 -0.036 0.053
H -3.633 -7.242 -1.125 0.034 0.261 -0.238 0.071
```
Positions in Å, forces in eV/Å.

Energy, a.u.: -5460.6241
Charge: 0
HOMO level, eV: -9.415
Multiplicity: 1

---

[3]
Molecular formula: C3H4NO2
Method: DFT, ωB97M-V/def2-TZVPD

Structure (XYZ):
```
10
Properties=species:S:1:pos:R:3:forces:R:3:nbo_charge:R:1
C 0.781 1.440 1.356 -0.378 2.576 0.925 -0.292
C 3.121 1.250 2.665 1.094 0.532 -2.177 1.046
C -0.255 -0.079 -0.192 -0.110 0.707 0.730 -0.498
N 0.695 0.297 0.882 0.204 -1.438 -1.034 -0.594
O 3.824 1.122 1.724 -0.802 -0.249 0.552 -0.592
O 2.794 1.432 3.757 -0.698 -0.110 1.506 -0.574
H -0.103 2.084 0.929 0.514 0.218 0.332 0.002
H -0.163 -1.099 0.070 -1.140 -1.759 -1.127 0.197
H 0.207 0.170 -1.139 0.157 -0.270 -0.367 0.171
H -1.327 0.325 -0.244 1.159 -0.208 0.661 0.136
```
Positions in Å, forces in eV/Å.

Energy relative to the best compared isomer or geometry (same formula, charge and spin), kJ/mol: 312.6
Energy, a.u.: -321.8936
Charge: -1
HOMO level, eV: -1.718
Multiplicity: 1

---

Maximum force / eV Å⁻¹: 3.78 2.46 2.76
Frontier orbital gap / eV: 10.53 9.66 5.75
LUMO / eV: 0.67 0.25 4.04